Entry 1:
# C33H46N4O4

C33H46N4O4 in the gas phase (ωB97M-V/def2-TZVPD, OMol25).

Last column: Löwdin charge in e.
Cartesian coordinates (Å):
C  -3.6162  -1.9799  -8.3542  -0.068
C  -4.6149  -1.0657  -7.6414  -0.394
C  -5.2687  -0.1001  -8.6322  -0.068
C  -3.9466  -0.3098  -6.5195  -0.226
C  -2.8977  0.5688  -6.7625  -0.027
C  -2.2862  1.2660  -5.7383  0.001
C  -2.7215  1.0941  -4.4287  -0.214
N  -2.1590  1.7727  -3.3412  0.146
C  -1.1268  2.6527  -3.3193  -0.415
O  -0.4737  3.0168  -4.2726  0.090
C  -0.8834  3.1386  -1.8995  -0.092
C  0.3006  4.1342  -1.6861  -0.215
C  1.5732  3.4711  -2.1699  0.016
C  1.8942  2.5805  -1.2380  0.044
C  0.7665  2.6723  -0.2360  -0.344
O  0.4433  4.0572  -0.2751  0.007
C  0.7321  2.1003  1.1728  -0.083
C  1.6103  0.8362  1.2197  -0.462
O  1.2285  -0.2106  0.7442  0.095
N  2.8068  1.0285  1.8051  0.126
C  3.8344  -0.0028  1.9327  -0.293
C  4.3186  -0.4803  0.5618  -0.155
C  5.4121  -1.5311  0.7271  -0.198
C  4.8987  -2.7114  1.5457  -0.204
C  4.4098  -2.2384  2.9108  -0.196
C  3.3157  -1.1885  2.7490  -0.157
N  -0.6711  1.7743  1.3476  0.008
C  -1.2291  1.5157  2.6528  -0.121
C  -0.5499  0.3418  3.3521  -0.155
C  -1.2797  -0.0351  4.6529  -0.194
N  -0.6226  -1.0216  5.4799  -0.178
C  0.5999  -0.5678  6.1095  -0.206
C  1.0024  -1.5471  7.2095  -0.184
C  1.2037  -2.9373  6.6166  -0.208
C  -0.0690  -3.3544  5.8880  -0.184
C  -0.4309  -2.3078  4.8372  -0.201
C  -1.3871  1.7014  0.2072  -0.394
O  -2.5689  1.4462  0.1098  0.081
C  -0.4543  2.0182  -0.9450  -0.070
C  -3.7698  0.2151  -4.1712  -0.017
C  -4.3697  -0.4744  -5.2062  -0.031
H  -2.8318  -1.3978  -8.8311  0.074
H  -3.1534  -2.6614  -7.6437  0.081
H  -4.1215  -2.5663  -9.1187  0.075
H  -5.4017  -1.6933  -7.2078  0.129
H  -4.5206  0.5259  -9.1118  0.074
H  -5.9779  0.5457  -8.1190  0.081
H  -5.7994  -0.6538  -9.4039  0.075
H  -2.5445  0.7191  -7.7716  0.112
H  -1.4750  1.9432  -5.9459  0.099
H  -2.5880  1.5584  -2.4466  0.133
H  -1.7946  3.6184  -1.5270  0.169
H  0.1141  5.1503  -2.0185  0.162
H  2.0435  3.6899  -3.1060  0.115
H  2.6859  1.8592  -1.2087  0.111
H  1.0393  2.8462  1.9133  0.169
H  3.0479  1.9599  2.1015  0.147
H  4.6712  0.4601  2.4676  0.155
H  4.6971  0.3709  -0.0097  0.114
H  3.4722  -0.9085  0.0239  0.116
H  5.7407  -1.8730  -0.2556  0.110
H  6.2732  -1.0850  1.2315  0.114
H  5.6920  -3.4508  1.6704  0.109
H  4.0736  -3.1875  1.0128  0.118
H  4.0229  -3.0843  3.4822  0.107
H  5.2463  -1.8115  3.4702  0.115
H  2.9821  -0.8374  3.7289  0.099
H  2.4606  -1.6213  2.2292  0.113
H  -1.1436  2.4217  3.2663  0.136
H  -2.2880  1.2990  2.4913  0.131
H  0.4841  0.6076  3.5842  0.104
H  -0.5361  -0.5123  2.6742  0.117
H  -1.4148  0.8644  5.2620  0.121
H  -2.2723  -0.4221  4.4035  0.125
H  0.4208  0.4213  6.5396  0.122
H  1.4346  -0.4834  5.3883  0.102
H  1.9165  -1.1989  7.6944  0.108
H  0.2071  -1.5829  7.9550  0.114
H  1.4452  -3.6543  7.4032  0.107
H  2.0382  -2.9161  5.9105  0.104
H  0.0640  -4.3249  5.4072  0.109
H  -0.8875  -3.4320  6.6049  0.114
H  -1.3637  -2.5847  4.3408  0.125
H  0.3688  -2.2729  4.0764  0.118
H  -0.1874  1.0931  -1.4601  0.177
H  -4.1113  0.0760  -3.1550  0.114
H  -5.1829  -1.1522  -4.9880  0.111

Calculated values
HOMO = -8.13 eV
gap between HOMO and LUMO = 8.5 eV
E_LUMO = 0.015 Ha
energy above the lowest of the compared OMol25 structures with the same formula, charge and spin = 6.9 kcal per mole
energy = -49120.088 eV

---

Entry 2:
# C33H46OP2PbSi

A molecular structure, C33H46OP2PbSi in a non-equilibrium geometry (ωB97M-V/def2-TZVPD, OMol25).

Last column: Löwdin charge in e.
Cartesian coordinates (Å):
P  0.3229  -2.2183  -5.1804  0.861
P  0.4696  1.1514  -4.9834  0.903
C  -0.0441  -1.1441  -6.6460  -0.404
C  0.5712  0.2573  -6.6245  -0.404
H  -1.1426  -1.0937  -6.7330  0.076
H  0.3648  -1.7337  -7.4845  0.071
H  1.6355  0.2219  -6.8999  0.074
H  0.0299  0.9094  -7.3312  0.071
C  -1.2100  1.8045  -5.3057  -0.278
H  -1.5275  2.4696  -4.4958  0.046
H  -1.9495  1.0028  -5.4431  0.043
H  -1.1163  2.3750  -6.2392  0.034
C  1.4574  2.6191  -5.3807  -0.289
H  0.9971  3.1185  -6.2439  0.037
H  2.4888  2.3231  -5.6149  0.042
H  1.4626  3.2904  -4.5133  0.038
C  -0.8459  -3.5447  -5.5267  -0.277
H  -0.9053  -4.2372  -4.6797  0.037
H  -0.4711  -4.0657  -6.4180  0.036
H  -1.8444  -3.1289  -5.7181  0.044
C  1.9207  -2.8695  -5.7102  -0.269
H  2.6672  -2.0656  -5.7502  0.047
H  1.7417  -3.2814  -6.7103  0.034
H  2.2432  -3.6574  -5.0213  0.045
Pb  2.0039  -0.7397  1.5097  1.232
C  0.0565  1.2652  -1.9440  -0.150
C  -1.2582  0.9599  -1.8869  -0.107
C  -1.9861  -0.0092  -2.7615  -0.223
C  -2.3723  -1.3698  -2.1595  -0.192
C  -1.2432  -2.3095  -1.9675  -0.127
C  0.0344  -2.2183  -2.3952  -0.184
C  0.8007  -1.0066  -2.8182  -0.381
C  1.1610  0.2155  -1.9205  -0.211
C  0.6747  -2.4177  2.2245  -0.337
H  0.3837  2.3067  -1.7032  0.110
H  -1.9116  1.5934  -1.2687  0.109
H  -1.4135  -0.1891  -3.6821  0.051
H  -2.9168  0.4774  -3.1066  0.119
H  -2.9096  -1.2627  -1.2037  0.112
H  -3.1068  -1.8140  -2.8578  0.116
H  -1.5296  -3.2698  -1.5223  0.101
H  0.6206  -3.1584  -2.4381  0.101
H  0.2010  -0.5454  -3.6282  -0.088
H  1.7450  -1.3535  -3.2704  0.083
H  1.4583  -0.1436  -0.9136  -0.018
H  2.0513  0.6790  -2.3766  0.097
H  1.0900  -2.8437  3.1508  -0.022
H  0.6453  -3.1452  1.3999  -0.034
H  -0.3456  -2.0627  2.4055  -0.021
O  0.6878  0.6937  2.4486  -0.565
Si  0.2570  0.8916  3.9971  0.410
C  1.3302  -0.2498  5.0359  -0.233
C  2.7212  -0.1041  5.0015  -0.123
C  3.5563  -1.0599  5.5859  -0.089
C  3.0008  -2.1344  6.2907  -0.090
C  1.6134  -2.2746  6.3509  -0.083
C  0.7828  -1.3252  5.7458  -0.090
C  0.4866  2.6674  4.5295  -0.211
C  1.6616  3.3350  4.1559  -0.098
C  1.9124  4.6400  4.5973  -0.091
C  0.9678  5.3161  5.3795  -0.096
C  -0.2253  4.6713  5.7220  -0.088
C  -0.4678  3.3618  5.2891  -0.083
C  -1.5224  0.4566  4.3241  -0.242
C  -2.0277  0.4606  5.6333  -0.131
C  -3.3602  0.1135  5.8882  -0.083
C  -4.1958  -0.2479  4.8245  -0.092
C  -3.7007  -0.2374  3.5157  -0.087
C  -2.3759  0.1332  3.2601  -0.083
H  3.1735  0.7757  4.5232  0.097
H  4.6354  -0.9655  5.4797  0.101
H  3.6502  -2.8591  6.7793  0.100
H  1.1676  -3.1284  6.8638  0.104
H  -0.3030  -1.4289  5.8211  0.096
H  2.3952  2.8344  3.5121  0.097
H  2.8494  5.1298  4.3282  0.098
H  1.1567  6.3370  5.7097  0.098
H  -0.9720  5.1888  6.3280  0.100
H  -1.4152  2.8835  5.5495  0.087
H  -1.3822  0.7442  6.4711  0.112
H  -3.7345  0.1271  6.9142  0.102
H  -5.2264  -0.5355  5.0170  0.097
H  -4.3483  -0.5225  2.6826  0.100
H  -1.9976  0.1707  2.2331  0.100

Calculated values
HOMO = -7.36 eV
gap between HOMO and LUMO = 7.1 eV
E_LUMO = -0.011 Ha
energy above the lowest of the compared OMol25 structures with the same formula, charge and spin = 67.3 kcal per mole
energy = -68715.009 eV

---

Question: HOMO of number 1 (C33H46N4O4)?
Answer: -8.13 eV

---

Question: Which value of E_LUMO does entry 2 give?
Answer: -0.011 Ha